Entry 1:
A gas-phase ion, C15H23N2O2S (charge +1) at a distorted geometry. Source: the Open Molecules 2025 dataset; level of theory: ωB97M-V with the def2-TZVPD basis set.

SMILES string: CCS(=O)(=O)[NH+]1CCN(C2Cc3ccccc3C2)CC1
Charge: +1

Last columns: bonded neighbours and bond lengths (Å).
Geometry (Å):
1 S 2.79481 -1.26162 -0.21220  O2 1.416, O3 1.417, N5 1.913, C10 1.813
2 O 2.81521 -2.12296 0.91126  S1 1.416
3 O 2.06966 -1.58384 -1.38616  S1 1.417
4 N -0.66900 1.74480 0.28607  C9 1.455, C13 1.436, C19 1.429
5 N 1.79061 0.22603 0.44871  S1 1.913, C17 1.478, C20 1.468, H27 1.023
6 C -2.45102 -0.68797 -0.83854  C11 1.501, C12 1.394, C18 1.379
7 C 5.05103 -0.02741 0.69054  C10 1.509, H21 1.088, H25 1.088, H39 1.088
8 C -3.27204 -2.80798 -0.13733  C14 1.385, C18 1.389, H42 1.079
9 C -1.73377 1.59129 -0.69348  N4 1.455, C11 1.548, C15 1.542, H33 1.092
10 C 4.43419 -0.57612 -0.57201  S1 1.813, C7 1.509, H23 1.086, H28 1.089
11 C -1.66782 0.33983 -1.60285  C6 1.501, C9 1.548, H37 1.089, H38 1.093
12 C -3.28144 -0.05889 0.08809  C6 1.394, C15 1.502, C16 1.380
13 C -0.47608 0.74748 1.30057  N4 1.436, C17 1.540, H30 1.088, H41 1.098
14 C -4.10620 -2.18424 0.77489  C8 1.385, C16 1.389, H22 1.079
15 C -3.08630 1.42942 0.02997  C9 1.542, C12 1.502, H29 1.092, H36 1.089
16 C -4.11781 -0.80061 0.89698  C12 1.380, C14 1.389, H24 1.079
17 C 0.50217 -0.36204 0.87081  N5 1.478, C13 1.540, H34 1.091, H40 1.090
18 C -2.43453 -2.06207 -0.95685  C6 1.379, C8 1.389, H35 1.080
19 C 0.57713 2.30975 -0.12781  N4 1.429, C20 1.551, H32 1.090, H43 1.098
20 C 1.61596 1.25291 -0.58516  N5 1.468, C19 1.551, H26 1.091, H31 1.091
21 H 4.62533 0.93257 0.97356  C7 1.088
22 H -4.75510 -2.77897 1.39889  C14 1.079
23 H 4.31413 0.14535 -1.37416  C10 1.086
24 H -4.76830 -0.31722 1.61002  C16 1.079
25 H 4.91715 -0.73785 1.50334  C7 1.088
26 H 2.57137 1.74134 -0.78369  C20 1.091
27 H 2.25477 0.61629 1.27252  N5 1.023
28 H 4.98296 -1.43914 -0.94681  C10 1.089
29 H -3.88023 1.88274 -0.56652  C15 1.092
30 H -1.42697 0.28270 1.55447  C13 1.088
31 H 1.27735 0.74484 -1.48954  C20 1.091
32 H 0.41533 3.01305 -0.94475  C19 1.090
33 H -1.71654 2.50848 -1.28659  C9 1.092
34 H 0.09805 -0.92218 0.02676  C17 1.091
35 H -1.78973 -2.54931 -1.67371  C18 1.080
36 H -3.08544 1.91123 1.00661  C15 1.089
37 H -0.66083 0.01754 -1.86459  C11 1.089
38 H -2.18778 0.56183 -2.53854  C11 1.093
39 H 6.12019 0.11764 0.54854  C7 1.088
40 H 0.69089 -1.05776 1.68901  C17 1.090
41 H -0.08129 1.24058 2.19843  C13 1.098
42 H -3.27505 -3.88402 -0.21683  C8 1.079
43 H 1.00500 2.86450 0.71806  C19 1.098

=====

Entry 2:
4 unconnected molecules or ions with the total composition C15H23N2O6P2S at a distorted geometry. Source: the Open Molecules 2025 dataset; level of theory: ωB97M-V with the def2-TZVPD basis set.

Charge: -1

Last columns: bonded neighbours and bond lengths (Å).
Geometry (Å):
1 S -1.72123 4.28119 -4.44807  P3 1.975
2 P 4.21482 1.47421 -3.37147  O7 1.516, C12 1.877, H43 1.436, H45 1.427
3 P -0.60142 4.51811 -2.83801  S1 1.975, C18 1.859, H28 1.426, H29 1.423
4 O 2.88976 -3.89948 -2.20891  C13 1.248
5 O -0.35893 0.19140 5.17333  C14 1.421, H27 0.963
6 O -4.89942 -3.37024 0.14935  C23 1.427, H36 0.963
7 O 4.63514 2.68400 -4.18305  P2 1.516
8 O 3.08715 -3.45987 -0.05276  C13 1.297
9 O -1.20286 -1.90244 1.81518  C17 1.424, H33 0.966
10 N 2.63674 -0.76721 -2.07397  C15 1.391, C22 1.361
11 N -0.27019 -0.61932 -1.18676  C24 1.351, C25 1.394
12 C 2.42935 1.58154 -2.80229  P2 1.877, C15 1.512, C21 1.441
13 C 2.69402 -3.13241 -1.24409  O4 1.248, O8 1.297, C22 1.582
14 C 0.52261 -0.43388 6.09653  O5 1.421, H34 1.093, H37 1.089, H49 1.093
15 C 1.81050 0.34596 -2.18869  N10 1.391, C12 1.512, C25 1.468
16 C -1.85610 1.57186 0.15493  C19 1.408, C20 1.591, H47 1.121
17 C -0.25380 -2.17325 2.84175  O9 1.424, H30 1.090, H31 1.094, H39 1.091
18 C 0.26781 2.90156 -2.54091  P3 1.859, C21 1.504, C26 1.459
19 C -0.71549 1.83120 0.93863  C16 1.408, H40 1.118, H46 1.129
20 C -1.84141 1.84763 -1.41160  C16 1.591, C26 1.579, H32 1.125, H48 1.124
21 C 1.70142 2.81202 -2.98592  C12 1.441, C18 1.504, H41 1.117
22 C 1.93247 -1.76580 -1.47549  N10 1.361, C13 1.582, C24 1.500
23 C -3.58143 -3.36149 0.69683  O6 1.427, H35 1.093, H38 1.086, H42 1.093
24 C 0.49626 -1.72300 -1.04570  N11 1.351, C22 1.500, H44 1.120
25 C 0.41254 0.45462 -1.75503  N11 1.394, C15 1.468, C26 1.500
26 C -0.34955 1.73656 -1.91636  C18 1.459, C20 1.579, C25 1.500
27 H -1.12069 0.50428 5.67331  O5 0.963
28 H 0.33758 5.53897 -3.17107  P3 1.426
29 H -1.49866 4.87251 -1.79228  P3 1.423
30 H -0.71100 -2.83622 3.57622  C17 1.090
31 H 0.62568 -2.66084 2.41171  C17 1.094
32 H -2.24302 2.89314 -1.51368  C20 1.125
33 H -0.77381 -1.31478 1.18001  O9 0.966
34 H 0.84350 0.28806 6.85234  C14 1.093
35 H -3.54073 -4.01350 1.57327  C23 1.093
36 H -5.09692 -4.27777 -0.10555  O6 0.963
37 H 1.39419 -0.79761 5.55441  C14 1.089
38 H -3.33176 -2.34728 0.99347  C23 1.086
39 H 0.03716 -1.24117 3.32836  C17 1.091
40 H -0.60969 2.66560 1.67451  C19 1.118
41 H 2.17530 3.71681 -3.43719  C21 1.117
42 H -2.86655 -3.70304 -0.05557  C23 1.093
43 H 4.31194 0.25770 -4.12826  P2 1.436
44 H 0.03426 -2.63247 -0.58285  C24 1.120
45 H 5.07461 1.31400 -2.24382  P2 1.427
46 H 0.16461 1.13157 0.83461  C19 1.129
47 H -2.77624 1.14166 0.62983  C16 1.121
48 H -2.52855 1.15384 -1.96751  C20 1.124
49 H 0.02006 -1.27688 6.57832  C14 1.093

=====

The evaluated energy for the records listed, in turn: -1243.29066, -2227.07071 hartree.